Record 1
Formula: C7H12Si
Source: OMol25
Level of theory: ωB97M-V/def2-TZVPD

Positions of all 20 atoms, in Å:
C  1.11026  0.76367  0.55634
C  -0.25322  0.71901  0.64702
C  3.38824  0.05217  0.36565
C  2.13052  -0.09336  0.00433
C  1.78205  -0.92950  -1.17136
C  -2.87306  1.03630  -0.95231
C  -2.53915  -1.25535  1.37463
Si  -1.92555  -0.14747  0.17259
H  1.57621  1.52967  1.18839
H  -0.69667  1.33206  1.36539
H  4.25546  -0.58211  0.01439
H  0.72839  -1.17919  -1.08966
H  2.45531  -1.82334  -1.15683
H  1.96103  -0.29138  -2.04493
H  -2.34859  1.32300  -1.80571
H  -3.81743  0.60723  -1.25434
H  -3.14233  1.95321  -0.42493
H  3.51810  0.75248  1.23886
H  -3.60894  -1.73205  1.24399
H  -1.70064  -2.03505  1.72848

For the HOMO-LUMO gap, the calculation gives 8.57 eV. Its SMILES is C=C(C)/C=C\[Si](=C)C. Its energy above the lowest of the compared OMol25 structures with the same formula, charge and spin is 71.60 kcal/mol.

---

Record 2
Formula: C7H13B11Br6CaF2N5O3
Source: OMol25
Level of theory: ωB97M-V/def2-TZVPD

Positions of all 48 atoms, in Å:
Ca  -0.41595  0.10221  0.57094
Br  -1.21480  -0.14173  3.24643
B  -0.01055  -1.71687  3.20934
B  2.58928  -2.80718  2.86372
C  1.82063  -4.28290  3.19066
B  1.33655  -1.88041  2.06583
B  1.50559  -3.58659  1.68566
B  0.55395  -4.23114  4.32426
B  2.00218  -3.20436  4.49583
B  1.65194  -1.62662  3.78715
Br  2.42683  0.06234  4.40672
B  0.39198  -2.51102  4.71035
Br  -0.26123  -1.85051  6.39528
B  0.23994  -4.47714  2.59063
Br  -0.44165  -6.13991  1.91181
B  -0.09231  -2.90555  1.90490
Br  -1.29618  -2.63775  0.34549
B  -0.71274  -3.30396  3.52502
Br  -2.58857  -3.55001  3.84625
H  3.74289  -2.74797  2.64432
H  2.43367  -5.17269  3.19251
H  1.60213  -1.04352  1.26369
H  1.91678  -4.04588  0.68399
H  0.36433  -5.12723  5.06124
H  2.76841  -3.42326  5.35949
C  4.01883  1.82122  1.14511
O  2.97277  2.76815  1.50110
C  1.74413  2.35934  1.34813
O  1.42699  1.29458  0.80130
N  0.81735  3.22305  1.80455
N  -0.52903  2.83021  1.76685
H  4.94054  2.36804  1.30189
H  3.90469  1.52986  0.10440
H  3.94720  0.95985  1.80503
H  1.10780  4.01578  2.35933
H  -1.07463  3.56643  1.33045
H  -0.86081  2.69216  2.71738
F  1.57263  -2.16077  -1.97099
C  2.21093  -1.04994  -2.27921
F  3.14412  -0.82026  -1.36965
H  2.60004  -1.02649  -3.29575
O  1.20055  -0.00716  -2.14998
N  1.64403  1.10339  -2.77870
C  0.84362  2.09686  -2.65862
C  -0.34811  1.94430  -1.85839
N  -1.23226  1.70522  -1.16535
C  1.14656  3.35664  -3.25624
N  1.36887  4.38825  -3.70415

The charge is +1. For the HOMO-LUMO gap, the calculation gives 6.72 eV. Its energy above the lowest of the compared OMol25 structures with the same formula, charge and spin is 1.79 kcal/mol.

---

Record 3
Formula: C7H13BCdN4
Source: OMol25
Level of theory: ωB97M-V/def2-TZVPD

Positions of all 26 atoms, in Å:
Cd  0.87266  -0.80073  -0.21716
C  -0.45548  -0.33135  -1.91226
H  0.20165  -0.15421  -2.77350
H  -1.12218  -1.17559  -2.12336
H  -1.03954  0.56727  -1.69408
H  -2.56113  0.89325  -3.49058
H  -2.68299  1.51830  -3.07678
B  2.85096  -0.04990  2.70415
N  2.84048  1.09319  1.60725
C  3.30311  2.35523  1.71789
C  2.80610  3.09722  0.64624
C  2.03591  2.21140  -0.11741
N  2.07391  0.99186  0.47087
N  1.29012  -0.21636  2.96428
C  0.59270  0.17592  4.04803
C  -0.76960  0.05309  3.76806
C  -0.84989  -0.44846  2.46462
N  0.40849  -0.59938  1.97710
H  3.31456  0.41958  3.71410
H  3.39059  -1.05147  2.34589
H  3.92769  2.66024  2.54599
H  2.97110  4.13624  0.44024
H  1.46460  2.39509  -1.02121
H  1.09473  0.54023  4.93433
H  -1.59016  0.29397  4.41603
H  -1.73128  -0.68524  1.87716

For the HOMO-LUMO gap, the calculation gives 8.81 eV. Its energy above the lowest of the compared OMol25 structures with the same formula, charge and spin is 0.00 kcal/mol.

---

Record 4
Formula: C7H13BF5N
Source: OMol25
Level of theory: ωB97M-V/def2-TZVPD

Positions of all 27 atoms, in Å:
F  1.42725  1.94857  -1.61394
C  0.07478  1.47680  -2.05538
C  -1.06851  2.07339  -1.04644
C  -1.76875  0.97907  -0.04979
C  -0.85668  -0.33465  0.30356
C  0.61091  -0.15341  1.01193
C  0.34583  0.06124  2.61666
N  -0.91230  -0.50432  2.81286
C  -1.61556  -1.05306  1.58413
H  0.01584  0.32630  -2.25948
H  -0.10313  2.00145  -3.11292
H  -1.93876  2.49908  -1.74373
H  -0.70620  3.00764  -0.41064
H  -2.82247  0.67759  -0.45836
H  -1.96193  1.53652  0.98796
H  -0.68476  -1.13889  -0.54244
H  1.02217  -1.27388  0.98240
H  1.45423  0.44893  0.46488
H  1.07323  0.57622  3.38720
H  -1.32644  -0.52572  3.77369
H  -1.88608  -2.19125  1.52489
H  -2.65077  -0.47416  1.62381
B  2.85563  -1.99267  -1.55614
F  1.43267  -1.90513  -1.84111
F  3.10162  -1.57824  -0.18455
F  3.30222  -3.36461  -1.73544
F  3.58597  -1.12281  -2.46360

For the HOMO-LUMO gap, the calculation gives 8.06 eV. Its energy above the lowest of the compared OMol25 structures with the same formula, charge and spin is 99.25 kcal/mol.

---

Record 5
Formula: C7H13BIN3O2
Source: OMol25
Level of theory: ωB97M-V/def2-TZVPD

Positions of all 27 atoms, in Å:
B  -1.35979  2.24134  -0.03203
C  -3.36477  0.00022  -1.31843
C  -4.16122  -0.18548  -0.18901
C  2.04818  -0.41801  -0.76814
C  1.43639  -1.83157  1.28046
C  0.30509  0.39321  0.83590
C  -0.19932  1.12377  -0.17436
C  1.55275  -0.39618  0.66389
N  -3.48485  -0.80023  0.76243
N  -2.25116  -0.80813  0.29133
N  -2.15138  -0.41813  -0.96224
O  -1.73762  2.68790  1.27744
O  -1.82695  2.97620  -1.12902
I  -6.17961  0.36706  -0.17434
H  -3.71550  0.20842  -2.33058
H  1.37267  -0.73263  -1.49277
H  2.92931  -0.97816  -0.98719
H  2.37009  0.49608  -1.12117
H  0.68166  -2.40828  0.82027
H  2.30893  -2.42581  1.35742
H  1.10115  -1.57838  2.41124
H  -0.09490  0.29641  1.82391
H  -1.49496  -1.21123  0.74280
H  0.25074  1.10313  -1.14808
H  2.37429  0.14847  1.15837
H  -1.99527  3.62759  1.32881
H  -2.48565  3.66631  -1.11786

For the HOMO-LUMO gap, the calculation gives 9.38 eV. Its SMILES is CC(C)/C=C/B(O)O.Ic1cn[nH]n1. Its energy above the lowest of the compared OMol25 structures with the same formula, charge and spin is 0.00 kcal/mol.

---

Record 6
Formula: C7H13BNO3Tm
Source: OMol25
Level of theory: ωB97M-V/def2-TZVPD

Positions of all 26 atoms, in Å:
C  -1.44943  1.46566  1.24790
C  -1.69668  0.97745  -0.33277
N  -0.57725  0.00864  -0.63985
C  0.31277  0.47030  -1.77195
C  1.70109  1.05139  -1.04177
B  2.68706  -0.18570  -0.50538
C  2.47027  -0.94941  0.95803
O  2.11120  -0.32380  2.08907
O  2.64464  -2.43471  0.98235
C  -1.05441  -1.41656  -0.80397
C  -0.82080  -2.41584  0.51656
O  -1.67580  -1.90654  -1.89315
H  -2.42687  1.26546  1.86336
H  -1.14657  2.59853  1.31798
H  -0.60734  0.75318  1.70452
H  -1.76763  1.90055  -1.05304
H  -2.73337  0.39602  -0.34638
H  0.64963  -0.48679  -2.37053
H  -0.15546  1.28956  -2.46901
H  2.28546  1.63389  -1.87439
H  1.40023  1.79244  -0.15663
H  3.60527  -0.58677  -1.16329
H  -1.83964  -2.90154  0.85457
H  -0.00948  -3.19649  0.17682
H  -0.36460  -1.80699  1.42056
Tm  -1.54229  3.00805  3.29037

The charge is +2. For the HOMO-LUMO gap (alpha / beta), the calculation gives 4.75 / 4.79 eV. The multiplicity is 3.

---

Record 7
Formula: C7H13BrO
Source: OMol25
Level of theory: ωB97M-V/def2-TZVPD

Positions of all 22 atoms, in Å:
C  0.37796  -0.61747  -1.11468
C  0.32880  -0.59246  -4.28168
C  -0.14624  0.09933  -0.16340
C  -1.13392  1.20258  -0.35382
C  -0.87076  -0.74297  2.17791
C  1.02503  1.09283  2.03071
C  0.35573  -0.18909  1.41918
O  1.44219  -1.13172  1.27632
Br  -1.42203  -0.24004  -4.85170
H  1.06325  0.13621  -4.61652
H  1.15866  -1.26584  -1.25727
H  0.57249  -1.64638  -4.27206
H  -2.03584  0.73973  0.00179
H  -1.32721  1.24864  -1.39065
H  -0.80285  2.10791  -0.00603
H  -1.27367  -0.03854  2.86070
H  -0.62498  -1.69735  2.72086
H  -1.64703  -1.01393  1.60085
H  0.39191  2.02400  2.17059
H  1.63893  0.99919  2.96987
H  1.86298  1.51985  1.51144
H  1.06661  -1.99449  1.56757

For the HOMO-LUMO gap (alpha / beta), the calculation gives 8.84 / 8.14 eV. Its energy above the lowest of the compared OMol25 structures with the same formula, charge and spin is 90.91 kcal/mol.

---

Record 8
Formula: C7H13Cl2N3
Source: OMol25
Level of theory: ωB97M-V/def2-TZVPD

Positions of all 25 atoms, in Å:
N  1.63176  -0.85633  2.19644
Cl  -0.39661  -1.46021  -3.88768
Cl  1.46488  4.16632  2.05230
C  0.77246  -0.58338  1.49843
N  -0.02790  -0.64185  -0.92966
N  -0.19754  1.11438  0.11892
C  -1.63364  -0.60989  1.10519
C  0.53936  -2.28669  -2.52065
C  1.17053  2.75698  1.01062
C  -0.00950  -2.09099  -1.15765
C  -0.29090  2.26468  1.06873
C  -0.29297  -0.26641  0.48378
H  -0.74497  -0.23727  -1.52413
H  0.42631  1.35338  -0.60761
H  -1.84129  0.06438  1.96129
H  -2.34712  -0.49999  0.38524
H  -1.69922  -1.66490  1.42817
H  0.64181  -3.49088  -2.60332
H  1.56473  -1.86986  -2.58999
H  1.87773  2.00782  1.38325
H  1.40849  3.11504  0.08811
H  0.60434  -2.60512  -0.45319
H  -1.03331  -2.51628  -1.23177
H  -0.94402  2.99534  0.70839
H  -0.64340  1.84175  2.01676

For the HOMO-LUMO gap, the calculation gives 10.05 eV. Its SMILES is CC(C#N)(NCCCl)NCCCl. Its energy above the lowest of the compared OMol25 structures with the same formula, charge and spin is 0.00 kcal/mol.

---

Record 9
Formula: C7H13ClN2O
Source: OMol25
Level of theory: ωB97M-V/def2-TZVPD

Positions of all 24 atoms, in Å:
C  -1.62950  1.23396  0.86786
C  -2.00433  0.40037  -0.09633
C  0.75522  1.09745  0.07243
C  -0.20202  1.69974  1.01801
C  -1.10803  -0.17617  -1.09141
C  1.54213  -0.92494  -1.12104
C  -0.25279  -2.17523  1.08558
N  1.70194  1.78102  -0.48325
N  0.61110  -0.28758  -0.19631
O  0.44705  -0.93594  1.02349
Cl  -3.62849  -0.16086  -0.39602
H  -2.32827  1.62450  1.58763
H  -0.17917  2.79220  0.95822
H  0.12594  1.43611  2.03938
H  -1.28058  -1.21824  -1.34544
H  -0.86392  0.44059  -1.95181
H  2.55884  -0.90493  -0.72067
H  1.26839  -1.97250  -1.24781
H  1.50552  -0.45406  -2.10215
H  -0.06199  -2.49550  2.10987
H  0.12275  -2.93240  0.40002
H  -1.32632  -2.02842  0.95940
H  1.78234  2.78383  -0.31758
H  2.44421  1.37701  -1.05207

The charge is +2. For the HOMO-LUMO gap, the calculation gives 7.89 eV. Its energy above the lowest of the compared OMol25 structures with the same formula, charge and spin is 5.77 kcal/mol.

---

Record 10
Formula: C7H13ClNOP
Source: OMol25
Level of theory: ωB97M-V/def2-TZVPD

Positions of all 24 atoms, in Å:
C  1.24020  2.67408  -0.35143
C  0.66163  -1.19307  -0.40230
C  1.42211  -0.97704  -1.60504
C  1.04612  -2.34491  0.31820
C  -1.31972  -0.90057  1.48215
C  -0.05121  3.24617  0.00810
C  -1.12739  2.32554  -0.58354
N  2.18217  2.08258  -0.66091
O  -0.88679  0.89184  -0.43498
P  -0.04487  0.04586  0.55235
Cl  -1.18996  2.41964  2.91691
H  0.73574  -0.84157  -2.45825
H  2.12138  -0.10143  -1.35544
H  2.03739  -1.87770  -1.95227
H  0.19000  -2.81576  0.76987
H  1.66072  -1.84817  1.12504
H  1.47850  -3.17798  -0.30601
H  -1.69008  -0.09878  2.16764
H  -2.09262  -0.96071  0.67891
H  -0.88818  -1.64232  2.10219
H  -0.23475  3.21719  1.08539
H  -0.27467  4.32913  -0.46214
H  -1.31080  2.42480  -1.63792
H  -2.17369  2.48442  -0.26687

For the HOMO-LUMO gap (alpha / beta), the calculation gives 8.56 / 4.75 eV. Its energy above the lowest of the compared OMol25 structures with the same formula, charge and spin is 0.00 kcal/mol. The multiplicity is 3.

---

The records above yield energy values of -15327.399; -472637.180; -18669.770; -23224.502; -24812.060; -45281.073; -79553.605; -36983.045; -24998.767; -32813.564 eV, respectively.
The records above yield molecular weight values of 124.3; 891.6; 276.4; 217.0; 308.9; 338.9; 193.1; 210.1; 176.6; 193.6 g mol⁻¹, respectively.